# 1
# C15H58N16O14

14 unconnected molecules or ions with the total composition C15H58N16O14 in a non-equilibrium geometry (ωB97M-V with the def2-TZVPD basis set, the Open Molecules 2025 dataset).

Element x y z (Å)
C -2.757 -2.886 3.629
C -1.408 -3.450 4.130
O -0.846 -2.642 5.125
H -2.514 -2.095 2.909
H -3.482 -2.590 4.419
H -3.154 -3.685 2.995
H -0.693 -3.572 3.313
H -1.563 -4.448 4.506
H -0.018 -3.060 5.463
C -2.752 1.921 2.309
O -2.272 2.399 1.106
N -2.494 2.553 3.451
N -3.346 0.792 2.404
H -2.316 3.542 3.393
H -2.909 2.241 4.385
H -3.592 0.314 1.474
H -3.743 0.472 3.287
C 1.375 -0.822 2.519
O 1.900 -2.120 2.527
N 0.333 -0.387 3.150
N 1.982 0.095 1.868
H -0.424 -0.976 3.498
H 0.152 0.632 3.246
H 2.935 -0.045 1.534
H 1.592 1.031 1.838
C 3.484 -3.694 -0.399
O 2.924 -4.882 0.087
N 4.407 -3.630 -1.363
N 3.094 -2.489 0.063
H 4.871 -4.542 -1.610
H 4.802 -2.731 -1.693
H 2.354 -2.529 0.777
H 3.705 -1.766 0.377
C 4.104 2.434 0.496
O 2.827 2.142 0.017
N 5.179 2.162 -0.170
N 4.272 2.808 1.738
H 5.065 1.647 -1.033
H 6.146 2.505 0.047
H 3.401 2.854 2.267
H 5.153 2.793 2.196
C -3.616 1.541 -4.113
O -4.735 1.951 -3.389
N -3.383 1.782 -5.336
N -2.544 1.017 -3.613
H -4.101 2.288 -5.895
H -2.790 1.172 -5.884
H -2.642 0.941 -2.590
H -1.629 1.201 -3.992
C -4.252 -0.031 -0.668
O -5.462 -0.321 -1.267
N -3.624 1.098 -0.992
N -3.710 -0.753 0.297
H -4.118 1.672 -1.702
H -2.913 1.503 -0.301
H -4.069 -1.674 0.542
H -2.724 -0.678 0.466
C 4.451 -0.136 -2.132
O 5.140 -1.282 -2.568
N 4.790 1.045 -2.497
N 3.387 -0.119 -1.475
H 5.634 1.184 -3.060
H 4.098 1.813 -2.746
H 3.139 -1.110 -1.152
H 2.910 0.690 -1.091
C 0.888 2.798 3.017
O 2.148 3.308 3.374
N 0.210 2.211 3.908
N 0.415 2.842 1.781
H 0.590 2.180 4.850
H -0.846 2.223 3.824
H 0.984 3.506 1.192
H -0.485 2.486 1.543
C -0.324 3.088 -1.484
O 0.951 2.540 -1.902
H -0.270 4.049 -0.923
H -0.816 2.464 -0.811
H -1.065 3.275 -2.257
H 1.550 2.562 -1.112
C -0.337 -3.589 -0.433
O -1.223 -3.412 0.605
H -0.492 -4.606 -0.819
H 0.716 -3.493 -0.138
H -0.478 -2.901 -1.330
H -1.157 -2.497 0.904
C -2.786 -2.350 -2.580
O -1.762 -1.543 -3.113
H -3.067 -3.195 -3.191
H -3.680 -1.787 -2.507
H -2.642 -2.783 -1.576
H -2.119 -0.648 -3.332
C -0.316 -0.158 -0.359
O -1.068 -0.447 0.792
H 0.240 -1.065 -0.509
H 0.428 0.567 -0.092
H -0.957 0.126 -1.196
H -0.526 -0.271 1.600
C 0.831 0.214 -3.860
O -0.022 1.310 -4.203
H 0.739 -0.082 -2.771
H 1.834 0.651 -3.915
H 0.751 -0.577 -4.632
H 0.153 1.943 -3.512

Gap between HOMO and LUMO, eV: 7.7868
Lowest unoccupied orbital energy, Eh: -0.02271
E_HOMO, eV: -8.4

=====

# 2
# C15H60F2NO19S2

16 unconnected molecules or ions with the total composition C15H60F2NO19S2 in a non-equilibrium geometry (ωB97M-V with the def2-TZVPD basis set, the Open Molecules 2025 dataset).

Element x y z (Å)
N -0.578 -0.708 -1.293
S 0.429 0.258 -0.675
O 1.547 -0.294 0.027
O -0.049 1.565 -0.334
F 1.110 0.725 -2.090
S -1.623 -0.740 0.107
O -2.791 0.078 -0.100
O -1.104 -0.863 1.439
F -2.201 -2.210 -0.197
C 1.097 -3.480 2.722
O 0.947 -4.861 2.994
H 1.989 -3.095 3.221
H 1.101 -3.232 1.659
H 0.271 -2.931 3.185
H 1.749 -5.216 3.374
C 2.190 -0.251 3.134
O 2.033 -0.526 4.523
H 1.498 0.455 2.676
H 3.178 0.205 3.027
H 2.118 -1.162 2.543
H 2.716 -1.115 4.843
C 2.668 2.892 -0.299
O 3.962 3.373 0.072
H 2.238 2.402 0.582
H 2.000 3.698 -0.604
H 2.706 2.149 -1.099
H 4.466 2.543 -0.042
C -2.957 0.751 -3.394
O -1.773 0.030 -3.695
H -3.577 0.765 -4.292
H -3.529 0.328 -2.567
H -2.727 1.797 -3.158
H -1.351 -0.173 -2.835
C -1.279 -0.608 5.174
O -0.294 0.310 5.671
H -1.204 -1.560 5.703
H -2.251 -0.171 5.413
H -1.237 -0.701 4.089
H 0.490 0.146 5.114
C -1.344 2.171 2.834
O -1.802 3.508 2.758
H -0.283 2.174 3.107
H -1.836 1.630 3.644
H -1.426 1.619 1.901
H -1.261 4.077 3.306
C -0.303 -4.133 -2.069
O -0.887 -2.999 -2.710
H -0.856 -4.994 -2.442
H 0.763 -4.232 -2.285
H -0.446 -4.075 -0.987
H -0.712 -2.193 -2.171
C -4.441 -3.350 -2.949
O -3.258 -4.088 -3.143
H -4.483 -2.748 -2.040
H -4.556 -2.659 -3.794
H -5.332 -3.975 -3.023
H -2.462 -3.632 -2.783
C 5.460 0.200 0.811
O 5.785 1.325 -0.023
H 4.404 0.180 1.084
H 5.680 -0.684 0.217
H 6.036 0.196 1.736
H 5.884 0.949 -0.910
C -1.413 5.734 0.813
O -1.430 4.471 0.123
H -1.054 6.504 0.133
H -2.422 5.949 1.159
H -0.637 5.599 1.568
H -1.685 3.831 0.803
C 4.565 -1.024 -2.088
O 5.305 0.040 -2.711
H 3.900 -1.519 -2.799
H 5.279 -1.781 -1.757
H 3.982 -0.595 -1.279
H 6.068 -0.342 -3.153
C 2.510 0.555 -4.971
O 2.715 -0.596 -5.762
H 2.846 0.544 -3.930
H 2.824 1.446 -5.508
H 1.453 0.756 -4.738
H 2.399 -1.363 -5.277
C -0.135 3.532 -3.501
O -0.981 4.334 -2.701
H -0.154 3.689 -4.574
H 0.921 3.541 -3.178
H -0.329 2.500 -3.179
H -0.944 3.969 -1.805
C -2.431 -4.374 3.090
O -1.616 -4.591 4.237
H -2.269 -3.478 2.481
H -2.293 -5.165 2.341
H -3.486 -4.440 3.355
H -0.837 -5.011 3.839
C -5.330 2.384 0.749
O -5.121 0.982 0.852
H -6.361 2.627 1.011
H -4.761 2.869 1.552
H -5.070 2.792 -0.228
H -4.315 0.789 0.342

Total charge: -1
Gap between HOMO and LUMO, eV: 8.7544
Lowest unoccupied orbital energy, Eh: 0.06400
E_HOMO, eV: -7.0

=====

# 3
# C15H60N30O15

15 unconnected molecules or ions with the total composition C15H60N30O15 in a non-equilibrium geometry (ωB97M-V with the def2-TZVPD basis set, the Open Molecules 2025 dataset).

Element x y z (Å)
C -1.968 -3.142 2.468
O -1.545 -2.623 1.415
N -1.286 -3.958 3.214
N -3.180 -2.860 2.968
H -1.683 -4.537 3.940
H -0.325 -3.930 2.905
H -3.410 -3.234 3.878
H -3.798 -2.315 2.384
C -2.409 -1.583 -3.413
O -2.478 -0.457 -2.929
N -1.432 -2.388 -3.382
N -3.397 -2.039 -4.091
H -1.350 -3.176 -4.009
H -0.638 -2.002 -2.891
H -3.566 -2.989 -4.390
H -4.306 -1.603 -4.029
C -3.065 -4.995 -1.370
O -2.327 -5.986 -1.466
N -4.088 -4.792 -2.206
N -2.949 -3.896 -0.654
H -4.486 -3.866 -2.142
H -4.156 -5.317 -3.067
H -2.239 -3.710 0.040
H -3.600 -3.130 -0.748
C 0.444 0.124 0.249
O 1.045 1.155 -0.023
N 0.279 -0.374 1.454
N -0.230 -0.541 -0.602
H -0.368 -1.146 1.534
H 0.572 0.043 2.326
H -1.053 -1.024 -0.272
H -0.011 -0.305 -1.559
C 3.520 0.892 2.393
O 3.786 0.287 1.367
N 4.220 0.967 3.483
N 2.470 1.660 2.511
H 5.118 0.525 3.617
H 3.819 1.421 4.291
H 1.978 1.497 1.644
H 2.093 1.784 3.439
C 1.473 2.849 5.189
O 2.656 2.760 5.297
N 0.752 1.771 5.062
N 0.810 3.904 4.982
H 1.059 0.820 4.915
H -0.203 1.995 4.820
H 1.318 4.769 4.863
H -0.200 3.923 5.002
C -2.191 3.320 -3.010
O -3.073 4.117 -2.633
N -1.988 2.326 -2.169
N -1.358 3.371 -4.016
H -2.626 2.308 -1.386
H -1.304 1.622 -2.405
H -1.289 4.233 -4.539
H -0.745 2.578 -4.130
C 2.116 -3.098 -2.837
O 1.147 -2.439 -2.515
N 3.132 -2.624 -3.521
N 2.257 -4.336 -2.455
H 3.844 -3.244 -3.880
H 3.151 -1.620 -3.411
H 2.884 -4.963 -2.937
H 1.382 -4.691 -2.097
C 1.864 -1.667 4.600
O 1.876 -1.167 5.708
N 0.921 -1.710 3.726
N 2.909 -2.078 4.033
H -0.012 -1.768 4.109
H 1.122 -1.854 2.747
H 3.748 -2.055 4.595
H 2.949 -2.598 3.168
C 4.154 0.412 -3.125
O 4.201 0.974 -4.248
N 5.216 -0.064 -2.447
N 3.029 0.046 -2.656
H 6.090 -0.012 -2.951
H 5.131 -0.515 -1.547
H 3.006 -0.449 -1.776
H 2.271 0.359 -3.245
C -1.178 3.390 0.844
O -1.985 2.475 0.614
N -0.207 3.755 0.068
N -1.392 4.168 1.801
H 0.409 4.491 0.384
H 0.158 2.947 -0.416
H -2.378 4.305 1.970
H -0.657 4.830 2.002
C 0.328 0.283 -5.153
O 0.379 0.632 -4.010
N 0.548 -0.915 -5.615
N 0.104 1.005 -6.217
H 0.953 -1.583 -4.975
H 0.616 -1.071 -6.610
H 0.000 0.442 -7.048
H -0.262 1.935 -6.070
C -4.117 -0.579 0.319
O -4.661 -1.563 -0.114
N -3.235 0.155 -0.301
N -4.475 -0.070 1.451
H -2.881 0.931 0.241
H -2.940 -0.026 -1.250
H -3.952 0.732 1.773
H -5.273 -0.497 1.898
C 4.043 3.648 -1.463
O 5.087 4.255 -1.211
N 3.397 2.760 -0.730
N 3.357 3.965 -2.514
H 2.472 2.537 -1.069
H 3.761 2.259 0.068
H 3.561 4.797 -3.050
H 2.469 3.498 -2.625
C -2.019 0.479 4.457
O -1.935 -0.708 4.362
N -1.810 1.323 3.476
N -2.563 1.084 5.526
H -1.854 2.324 3.610
H -1.762 0.921 2.551
H -3.103 0.659 6.267
H -2.481 2.088 5.601

Spin multiplicity: 2
Total charge: -1
Gap between HOMO and LUMO (spin up / spin down), eV: 1.7708 / 8.1303
Lowest unoccupied orbital energy (spin up / spin down), Eh: 0.05523 / 0.05520
<S²>: 0.750
E_HOMO (spin up / spin down), eV: -0.3 / -6.6

=====

Going through the records in order, we get energy relative to the best compared isomer or geometry (same formula, charge and spin) values of 0.0; 0.0; 45.3 kcal per mole.